Entry one
The following is a quantum chemistry calculation of an isolated molecule of C4H8N2, from the Open Molecules 2025 dataset.

CARTESIAN COORDINATES (ANGSTROEM)
C -1.2958 -0.3186 1.8032
C -0.1868 0.0311 1.1086
C -0.1456 -0.0830 -0.2885
C -1.2912 -0.7845 -0.9772
N 0.9017 0.2748 -1.0584
N 2.0367 0.8225 -0.5405
H -1.5137 -0.2132 2.9071
H -2.1756 -0.7856 1.1725
H 0.6541 0.5369 1.6124
H -1.1323 -1.9172 -0.7727
H -1.2236 -0.5899 -2.0370
H -2.2465 -0.2634 -0.4471
H 2.7607 0.9667 -1.2547
H 1.8249 1.5141 0.1354

Properties
Highest occupied orbital energy ... -7.98 eV
SMILES string ... C=C/C(C)=N\N

***

Entry two
The following is a quantum chemistry calculation of an isolated molecule of C4H8N2, from the Open Molecules 2025 dataset.

CARTESIAN COORDINATES (ANGSTROEM)
C -0.8209 1.3827 -0.2474
N -0.3718 0.0236 -0.2223
C -0.7539 -0.8124 0.8607
C 1.0386 -0.0396 -0.7015
C 1.8304 -1.1777 -0.2407
N 2.4171 -2.1164 0.0996
H -1.9128 1.4004 -0.2148
H -0.4971 1.8715 -1.1796
H -0.4054 1.9522 0.5991
H -0.3496 -0.4420 1.8100
H -0.3812 -1.8283 0.6852
H -1.8459 -0.8463 0.8864
H 1.6107 0.8997 -0.5339
H 0.4419 -0.2674 -1.6007

Properties
Highest occupied orbital energy ... -8.59 eV
SMILES string ... CN(C)CC#N

***

Entry three
The following is a quantum chemistry calculation of a cluster of 2 separate species, C4H8N2 in total, from the Open Molecules 2025 dataset.

CARTESIAN COORDINATES (ANGSTROEM)
C -2.7658 -0.6171 0.3378
C 0.3415 -0.4396 -0.4990
C 1.2789 -0.7409 0.6199
C 0.2854 1.1278 -0.8216
N -2.5409 0.5291 0.5421
N -0.4763 -1.1629 -1.0607
H -1.9039 -1.1555 -0.1962
H -3.6251 -1.1215 0.7524
H 2.1084 -0.0668 0.3561
H 1.5852 -1.7739 0.6834
H 0.8160 -0.4078 1.5199
H 1.1795 1.2821 -1.3594
H -0.4916 1.4795 -1.5756
H 0.2413 1.5806 0.1229

Properties
Highest occupied orbital energy (spin up / spin down) ... -9.38 / -8.60 eV

***

Entry four
The following is a quantum chemistry calculation of an isolated molecule of C4H8N2, from the Open Molecules 2025 dataset.

CARTESIAN COORDINATES (ANGSTROEM)
C 1.9371 -0.1113 -0.1076
N 1.1426 -1.2350 0.3804
C 0.6062 -0.4028 -0.6834
C -0.4775 0.6175 -0.3878
C -1.7904 0.0929 0.2644
N -0.5590 1.1795 0.8585
H 2.8479 -0.3584 -0.6460
H 1.9905 0.7702 0.5309
H 0.7109 -0.9614 1.2639
H 0.5345 -0.8944 -1.6529
H -0.6991 1.2392 -1.2720
H -1.7323 -0.9807 0.4384
H -2.6580 0.4622 -0.2797
H -1.8535 0.5825 1.2927

Properties
Highest occupied orbital energy ... -8.77 eV

***

Which is most stable, and by how much? entry two, by 11.9 kcal/mol.

***

Entry one
The following is a quantum chemistry calculation of a structure of composition C4H8N2, from the Open Molecules 2025 dataset.

CARTESIAN COORDINATES (ANGSTROEM)
C 0.1155 -0.7907 -0.1063
N -0.3580 -1.9381 0.5205
N -1.4600 0.9393 0.7307
C -0.6250 0.4543 -0.2908
C 1.3426 -0.4617 -0.5982
C 1.2376 0.9772 -0.7174
H 0.2755 -2.3977 1.1556
H -1.2987 -1.8776 0.8785
H -1.0297 1.0203 1.6415
H -2.2666 1.4762 0.4505
H -1.0161 0.6449 -1.2827
H 2.1502 -1.1086 -0.9158
H 1.5588 1.4744 -1.6341
H 1.3739 1.5877 0.1683

Properties
Highest occupied orbital energy ... -7.67 eV

***

Entry two
The following is a quantum chemistry calculation of an isolated molecule of C4H8N2, from the Open Molecules 2025 dataset.

CARTESIAN COORDINATES (ANGSTROEM)
C 0.6332 0.4784 -0.3704
C 1.8277 -0.2528 -0.5539
C 2.9711 0.0898 0.1885
C -2.9598 -0.2852 0.1195
N -0.6840 0.0656 -0.3577
N -1.9111 0.6012 -0.0831
H 0.7426 1.6228 -0.3179
H 3.0724 -0.6639 0.9745
H 3.9193 -0.0762 -0.3355
H 3.0485 1.1465 0.7234
H -2.8496 -1.3129 -0.1240
H -3.2005 -0.4077 1.0871
H -3.9444 0.0241 -0.2914
H -0.6654 -1.0298 -0.6592

Properties
Highest occupied orbital energy (spin up / spin down) ... -7.39 / -8.13 eV

***

Which is most stable, and by how much? entry one, by 95.7 kcal/mol.

***

Entry one
The following is a quantum chemistry calculation of an isolated molecule of C4H8N2, from the Open Molecules 2025 dataset.

CARTESIAN COORDINATES (ANGSTROEM)
C -0.3891 -0.5589 1.2352
N 0.4505 0.2061 0.3303
C 0.0083 1.5790 0.1760
C 0.7554 -0.4674 -0.9193
C -0.2819 -1.3991 -1.4234
N -1.0612 -2.1735 -1.7857
H -0.5398 0.0197 2.1510
H 0.0999 -1.5011 1.5043
H -1.3805 -0.7960 0.8111
H -1.0039 1.6861 -0.2517
H 0.7166 2.1215 -0.4587
H 0.0175 2.0598 1.1600
H 1.6783 -1.0531 -0.8269
H 0.9298 0.2770 -1.7021

Properties
Highest occupied orbital energy ... -9.12 eV
SMILES string ... CN(C)CC#N

***

Entry two
The following is a quantum chemistry calculation of an isolated molecule of C4H8N2, from the Open Molecules 2025 dataset.

CARTESIAN COORDINATES (ANGSTROEM)
C 1.7767 0.1094 -0.0945
N 1.5067 -1.2440 0.3838
C 0.6280 -0.6628 -0.6315
C -0.6042 0.1996 -0.4555
C -1.9551 0.0109 0.1056
N -0.8560 0.5109 0.9412
H 2.6095 0.3546 -0.7463
H 1.5290 0.8950 0.6318
H 1.1070 -1.2079 1.3187
H 0.7233 -1.2208 -1.5640
H -0.4885 0.9917 -1.2015
H -2.3237 -0.9880 0.3080
H -2.7349 0.7448 -0.1288
H -0.9179 1.5066 1.1329

Properties
Highest occupied orbital energy ... -9.18 eV
SMILES string ... C1N[C@H]1[C@H]1CN1

***

Entry three
The following is a quantum chemistry calculation of a structure of composition C4H8N2, from the Open Molecules 2025 dataset.

CARTESIAN COORDINATES (ANGSTROEM)
C 0.7562 -1.4408 0.5448
C 0.3728 -0.0875 1.1132
C -0.1222 -0.2713 2.5509
C 0.0370 0.8029 0.2074
H -0.1475 -1.7335 -0.2026
H 0.9074 -2.2186 1.2910
H 1.5900 -1.5939 -0.1126
H 0.4073 -0.6622 -1.2898
H -0.0515 1.0788 2.7122
H -0.6975 1.8156 0.2856
H -1.9488 1.3669 -1.2835
H -0.1561 1.6212 -2.7573
N 0.0807 0.4183 -1.0398
N -1.0278 0.9041 -2.0195

Properties
Highest occupied orbital energy ... -8.37 eV

***

Which is most stable, and by how much? entry one, by 42.6 kcal/mol.

***

Entry one
The following is a quantum chemistry calculation of an isolated molecule of C4H8N2, from the Open Molecules 2025 dataset.

CARTESIAN COORDINATES (ANGSTROEM)
C 2.2494 0.5406 0.0772
N 1.8481 -0.6802 -0.1316
N 0.6027 -1.0164 -0.2955
C -0.4038 -0.2455 0.4194
C -1.1648 0.8520 -0.3058
C -1.7444 -0.5519 0.0301
H 3.3317 0.7524 0.0681
H 1.5932 1.4221 0.1093
H 0.5037 -1.9680 -0.0841
H -0.0544 -0.0968 1.4831
H -0.7997 1.0196 -1.3966
H -1.5905 1.7452 0.1413
H -1.8165 -1.1118 -0.8929
H -2.5548 -0.6613 0.7779

Properties
Highest occupied orbital energy ... -8.77 eV
SMILES string ... C=NNC1CC1

***

Entry two
The following is a quantum chemistry calculation of an isolated molecule of C4H8N2, from the Open Molecules 2025 dataset.

CARTESIAN COORDINATES (ANGSTROEM)
C 0.9814 2.1843 -2.2171
N 1.1024 1.6613 -1.0301
N 0.1605 1.1726 -0.2560
C -0.2430 0.0552 0.2674
C -1.3591 0.0886 1.2485
C 0.0415 -1.4149 0.1701
H 1.7718 2.8747 -2.4832
H 0.0887 2.0509 -2.7472
H -1.7434 1.0258 1.2678
H -0.9806 -0.1345 2.2796
H -2.0953 -0.6981 1.0308
H 0.8109 -1.7632 -0.5053
H 0.3066 -1.7645 1.1879
H -0.8210 -2.0384 -0.0284

Properties
Highest occupied orbital energy ... -8.85 eV
SMILES string ... C=NN=C(C)C

***

Entry three
The following is a quantum chemistry calculation of an isolated molecule of C4H8N2, from the Open Molecules 2025 dataset.

CARTESIAN COORDINATES (ANGSTROEM)
C -0.8520 -1.1407 -0.2244
N -1.1329 0.1680 0.4203
C -0.4997 1.2808 -0.2659
C 0.9443 0.7557 -0.2353
N 1.2779 -0.3081 0.6584
C 0.6476 -0.7163 -0.4469
H -0.9962 -2.1077 0.3626
H -1.4845 -1.4392 -1.1378
H -2.1367 0.1622 0.6913
H -0.9268 1.9846 0.7094
H -0.9220 1.5912 -1.1308
H 1.7851 1.2225 -0.5584
H 0.5766 -0.3019 1.4668
H 1.6489 -1.2082 -0.9192

Properties
Highest occupied orbital energy ... -8.87 eV
SMILES string ... C1NC[C@H]2N[C@@H]12

***

Which is most stable, and by how much? entry one, by 1.5 kcal/mol.

***

Entry one
The following is a quantum chemistry calculation of a cluster of 2 separate species, C4H8N2 in total, from the Open Molecules 2025 dataset.

CARTESIAN COORDINATES (ANGSTROEM)
C -1.7722 1.0512 -0.5280
C -0.4130 0.7282 -0.0057
N 0.3420 -0.1919 -0.5503
C 1.5530 -0.6903 -0.1690
C 2.3406 0.0111 0.7588
N 2.9986 0.6161 1.5060
H -2.1346 0.2869 -1.2263
H -1.7693 2.0193 -1.0417
H -2.5005 1.1186 0.2902
H 0.0175 1.2853 0.8196
H -0.4354 -0.9232 1.6607
H -0.0617 -0.6735 -1.3476
H 1.9433 -1.5247 -0.7271
H 0.1964 -1.3097 1.5602

Properties
Highest occupied orbital energy (spin up / spin down) ... -7.54 / -7.54 eV

***

Entry two
The following is a quantum chemistry calculation of an isolated molecule of C4H8N2, from the Open Molecules 2025 dataset.

CARTESIAN COORDINATES (ANGSTROEM)
C -2.8201 -0.2500 -1.5058
C -2.2732 -0.0520 -0.3330
N -1.5169 0.0929 0.6426
N -0.1728 0.1038 0.0718
C 0.9277 0.4943 0.9636
C 2.2750 -0.0234 0.4227
H -3.0524 -1.2720 -1.7690
H -3.0205 0.5623 -2.2030
H -0.0175 -0.8631 -0.1787
H 0.7829 0.0939 1.9698
H 0.9857 1.5895 1.0264
H 2.5116 0.3702 -0.5722
H 2.3006 -1.1206 0.3683
H 3.0900 0.2742 1.0965

Properties
Highest occupied orbital energy ... -8.98 eV
SMILES string ... C=C=NNCC

***

Which is most stable, and by how much? entry two, by 2.9 kcal/mol.

***

Entry one
The following is a quantum chemistry calculation of an isolated molecule of C4H4N2O, from the Open Molecules 2025 dataset.

CARTESIAN COORDINATES (ANGSTROEM)
C 1.3009 -1.2017 1.6148
C -1.7099 -0.5801 -1.3224
C -0.4020 -0.3090 -0.2373
C 0.4780 0.7773 -0.7346
N 0.3360 -1.0564 0.8386
N -1.7937 -0.0900 -0.1262
O 2.1358 -1.3512 2.4017
H 0.0256 1.3784 -1.4851
H 0.6680 1.3720 0.0904
H 1.3242 0.4407 -1.2291
H -2.3628 0.6198 0.1892

Properties
Highest occupied orbital energy ... -9.06 eV

***

Entry two
The following is a quantum chemistry calculation of a structure of composition C4H4N2O, from the Open Molecules 2025 dataset.

CARTESIAN COORDINATES (ANGSTROEM)
N -0.2606 0.2485 -1.4811
C -0.6871 -0.4723 -0.4018
C -1.4824 0.3094 0.5095
C -0.1458 0.6654 0.6646
C 0.9337 -0.2133 1.1558
N 0.9711 -1.4451 0.8068
O -0.0830 -1.6873 -0.0632
H 0.3153 -0.3022 -2.1276
H -2.2325 1.0180 0.1705
H 0.1975 1.2218 -0.5530
H 1.7053 0.1533 1.8235

Properties
Highest occupied orbital energy ... -9.25 eV

***

Entry three
The following is a quantum chemistry calculation of a cluster of 2 separate species, C4H4N2O in total, from the Open Molecules 2025 dataset.

CARTESIAN COORDINATES (ANGSTROEM)
O -2.2826 0.2520 0.2674
C -1.1101 0.1937 0.0250
C 0.0326 -0.3260 0.7422
C 1.2484 -0.3864 0.5076
N 1.7179 0.1109 -0.6645
C 0.7257 0.6445 -1.4715
N -0.5231 0.6912 -1.1911
H 2.6832 0.1164 -0.9556
H 1.0718 1.0510 -2.4196
H -1.6661 -1.2429 2.9200
H -1.9180 -1.0986 2.2346

Properties
Highest occupied orbital energy ... -10.03 eV
SMILES string ... O=c1c#c[nH]cn1.[H][H]

***

Entry four
The following is a quantum chemistry calculation of an isolated molecule of C4H4N2O, from the Open Molecules 2025 dataset.

CARTESIAN COORDINATES (ANGSTROEM)
H -1.4249 -1.8634 -1.7798
N -1.8077 -1.3141 -1.0171
C -0.9967 -0.6721 -0.3415
C -0.9588 -0.1024 0.9968
N -0.0148 0.6774 1.4089
C 1.0756 1.0168 0.6631
C 1.3269 0.5040 -0.5721
O 0.4685 -0.3133 -1.1541
H -1.7335 -0.3599 1.7313
H 1.7941 1.6616 1.1521
H 2.2713 0.7654 -1.0875

Properties
Highest occupied orbital energy ... -8.71 eV
SMILES string ... [H]/N=c1/cncco1

***

Which is most stable, and by how much? entry four, by 49.8 kcal/mol.